Density functional theory data (wB97M-V/def2-TZVPD) for a structure of composition C14H36F6O12S8Zn.

The geometry in XYZ format:
```
77
C14H36F6O12S8Zn wB97M-V/def2-TZVPD
Zn 0.402 -0.454 -0.878
C 2.809 -4.026 -2.055
F 3.268 -3.760 -0.837
F 3.491 -3.230 -2.835
F 3.011 -5.250 -2.360
S 0.882 -3.570 -2.314
O 0.595 -3.525 -3.741
O 0.151 -4.685 -1.649
O 0.761 -2.354 -1.541
C 4.297 -0.314 1.540
F 5.411 0.399 1.785
F 4.566 -1.265 0.614
F 4.001 -0.953 2.662
S 2.768 0.788 1.075
O 2.353 1.351 2.352
O 3.269 1.730 0.052
O 1.801 -0.130 0.463
C -0.145 3.724 0.751
S -0.435 2.711 -0.761
O -0.292 1.208 -0.400
C -2.255 3.035 -1.003
H 0.591 3.300 1.434
H -1.051 3.802 1.353
H 0.124 4.687 0.317
H -2.507 4.055 -1.294
H -2.800 2.755 -0.101
H -2.588 2.442 -1.854
C -3.246 -1.825 -2.933
S -2.324 -0.211 -3.089
O -1.192 -0.372 -2.091
C -1.490 -0.763 -4.622
H -3.745 -2.081 -3.869
H -4.119 -1.654 -2.303
H -2.615 -2.659 -2.627
H -2.064 -0.980 -5.523
H -0.855 -1.609 -4.359
H -0.888 0.126 -4.815
C 2.771 -0.121 -4.535
S 1.627 1.017 -3.558
O 1.394 0.131 -2.332
C 2.759 2.291 -3.113
H 2.260 -0.954 -5.018
H 3.705 -0.454 -4.082
H 3.078 0.449 -5.412
H 3.728 2.014 -2.698
H 2.226 2.920 -2.400
H 2.998 2.930 -3.963
C 1.501 -3.214 1.516
S -0.182 -2.465 1.764
O -0.557 -1.433 0.662
C 0.064 -1.713 3.411
H 1.393 -3.974 0.741
H 1.735 -3.735 2.444
H 2.267 -2.495 1.226
H 0.327 -2.498 4.120
H -0.697 -1.041 3.807
H 0.839 -0.946 3.400
C -1.009 1.685 4.086
S 0.322 1.709 5.447
O -0.331 1.994 6.842
C 1.226 3.221 4.920
H -1.489 2.658 3.978
H -1.718 0.881 4.283
H -0.475 1.418 3.173
H 1.587 3.712 5.824
H 0.444 3.931 4.651
H 1.916 3.007 4.103
C -3.937 -0.957 2.328
S -4.824 0.568 1.832
O -3.795 1.706 1.993
C -4.892 0.390 -0.050
H -4.355 -1.257 3.289
H -2.850 -1.017 2.272
H -4.340 -1.843 1.837
H -4.036 -0.145 -0.461
H -4.832 1.360 -0.545
H -5.784 -0.170 -0.329
```

Computed properties:
Lowest unoccupied orbital energy ... -0.22 eV
2S+1 ... 1
Orbital gap ... 8.2 eV
ΔE to the lowest compared entry with this formula, charge and spin ... 63.3 kcal/mol
Net charge ... 0
F_max ... 5.54 eV Å⁻¹

Löwdin population analysis, charges in e, atoms 1 to 6: number 1, Zn, carries 0.4033; number 2, C, carries -0.6987; number 3, F, carries 0.1332; number 4, F, carries 0.1399; number 5, F, carries 0.1960; number 6, S, carries 0.5459